[1]
DFT (ωB97M-V with the def2-TZVPD basis set) results for a structure of composition C32H35IN4OPdSSe2Te3 in a non-equilibrium geometry.

Structure (XYZ):
```
80
Properties=species:S:1:pos:R:3:mulliken_spin:R:1
Pd 1.78831 1.32434 1.85756 0.390
Se 5.52821 2.64459 2.93364 -0.025
Te 4.30026 0.56595 2.17376 -0.021
Te 6.86669 -0.39004 2.43176 -0.041
Se 2.20092 -0.88887 1.23168 0.049
I 2.73450 2.90679 -0.72950 0.007
C 2.60244 4.11528 0.96371 0.007
C 3.08479 5.41385 0.94970 -0.002
C 2.97253 6.14348 2.12356 0.003
C 2.38497 5.56457 3.23444 -0.006
C 1.94888 4.25414 3.15084 0.001
N 2.05592 3.54466 2.03186 0.001
H 3.54196 5.82099 0.06015 0.000
H 3.34625 7.15929 2.16116 0.001
H 2.27501 6.11078 4.16059 0.000
H 1.47810 3.74329 3.98053 0.001
C -3.02944 2.45525 -0.39141 -0.006
N -2.03477 3.35955 -0.91715 -0.001
C -1.42458 3.14133 -2.22338 0.000
C -0.40055 4.27136 -2.29101 0.000
N -0.16799 4.51257 -0.87918 0.000
C -1.22101 4.08793 -0.12156 0.001
S -1.45144 4.45026 1.48680 -0.001
H -3.66928 2.12037 -1.20900 -0.001
H -3.62637 2.97598 0.35433 0.002
H -2.55802 1.59325 0.08862 0.012
H -2.17678 3.19067 -3.01234 0.000
H -0.93812 2.16276 -2.26763 -0.001
H -0.81236 5.15505 -2.79215 0.000
H 0.51957 3.97194 -2.79274 0.000
H 0.30601 5.34215 -0.56428 0.000
C 0.63649 -7.66460 -1.82841 0.000
C 0.60569 -6.24335 -1.32798 0.000
C 1.76445 -5.57645 -0.98827 0.001
C 1.77807 -4.25635 -0.52803 -0.004
C 3.12139 -3.68074 -0.17044 0.003
C 0.56434 -3.56336 -0.42822 -0.002
Te -0.04387 -1.61729 0.41453 -0.001
N -0.37062 0.75598 1.10005 0.444
C -0.70434 1.01490 2.34843 -0.003
O -0.08347 1.76018 3.16176 0.134
C -1.93861 0.31507 2.87724 0.008
C -1.87421 -1.01348 3.28895 0.020
C -3.02973 -1.70865 3.62225 -0.011
C -4.26328 -1.07259 3.56848 0.021
C -4.32581 0.27228 3.22611 -0.008
C -3.17157 0.96308 2.88298 -0.004
C -0.28266 -0.71324 -1.53309 0.018
C -1.62103 -0.37122 -1.75309 0.012
C -2.07635 -0.02466 -3.01290 0.005
C -1.17176 0.02686 -4.06536 -0.001
C 0.16473 -0.23543 -3.83237 0.001
C 0.63692 -0.62755 -2.57387 -0.003
C 2.09601 -0.94466 -2.41905 0.001
C -0.63608 -4.25266 -0.75980 0.005
C -1.97815 -3.55890 -0.67783 -0.002
C -0.59913 -5.56611 -1.20112 0.001
H 1.65576 -8.04743 -1.86149 0.000
H 0.21385 -7.72698 -2.83300 0.000
H 0.04430 -8.31612 -1.18311 0.000
H 2.71244 -6.09938 -1.06652 0.000
H 3.92064 -4.34811 -0.49779 0.000
H 3.22895 -3.54946 0.90593 0.000
H 3.29298 -2.71010 -0.62736 -0.001
H -0.90897 -1.49816 3.39044 -0.002
H -2.96052 -2.74320 3.93763 -0.001
H -5.16643 -1.61548 3.82005 0.001
H -5.27787 0.79037 3.23544 -0.001
H -3.20661 2.01726 2.63311 0.001
H -2.31193 -0.36171 -0.91720 -0.007
H -3.12411 0.20113 -3.16830 0.001
H -1.50779 0.28405 -5.06261 0.000
H 0.88208 -0.15153 -4.64121 0.000
H 2.68757 -0.37400 -3.13728 0.000
H 2.28696 -2.00750 -2.58616 0.000
H 2.46120 -0.68983 -1.42568 -0.001
H -2.26485 -3.30381 0.34137 0.001
H -2.75712 -4.22928 -1.05163 0.000
H -1.99304 -2.69278 -1.33121 0.002
H -1.52949 -6.06853 -1.44765 0.000
```

As for the multiplicity: 2. As for the total charge: -1. For the calculated total energy, the calculation gives -216745.834 eV. The energy above the lowest of the compared OMol25 structures with the same formula, charge and spin is 90.6 kcal per mole. As for the expectation value of S²: 0.823. The frontier orbital gap (alpha / beta) is 4.2 / 3.8 eV. The HOMO energy (alpha / beta) is -3.38 / -3.22 eV.

[2]
DFT (ωB97M-V with the def2-TZVPD basis set) results for a structure of composition C32H35N5O10S3V in a non-equilibrium geometry.

Structure (XYZ):
```
86
Properties=species:S:1:pos:R:3:mulliken_spin:R:1
V -0.81750 -0.17749 2.17111 1.966
C -0.39740 -3.57857 -0.28900 -0.003
C -1.49903 -2.57201 -0.09672 0.041
N -2.25615 -2.69342 0.93317 0.002
N -3.44268 -2.10154 1.02183 0.000
C -3.93179 -1.05651 1.55659 0.012
S -3.29845 0.29038 2.42499 -0.050
S -5.74188 -0.94492 1.29601 -0.001
C -5.73138 -0.16704 -0.36630 -0.001
C -6.08350 -1.07034 -1.52398 0.000
C -6.88657 -0.58400 -2.55192 0.000
C -7.20161 -1.37193 -3.65092 0.000
C -6.71815 -2.66783 -3.73570 0.000
C -5.92765 -3.16767 -2.70940 0.000
C -5.61465 -2.37915 -1.61341 0.001
C -1.71914 -1.51228 -1.11112 0.045
C -2.06347 -1.76618 -2.42941 -0.018
C -2.38617 -0.73648 -3.30167 0.025
C -2.34881 0.57605 -2.84599 -0.013
C -1.96570 0.86050 -1.54767 0.031
C -1.63916 -0.17225 -0.65841 -0.069
O -1.20977 0.07413 0.55479 0.000
H -0.61106 -4.47197 0.29639 0.000
H -0.32164 -3.84588 -1.34492 -0.001
H 0.57098 -3.17825 0.02615 0.004
H -6.44024 0.65997 -0.32488 -0.001
H -4.72714 0.24665 -0.47977 0.000
H -7.26585 0.43108 -2.49740 0.000
H -7.82973 -0.97465 -4.43999 0.000
H -6.95751 -3.28437 -4.59445 0.000
H -5.54993 -4.18238 -2.76047 0.000
H -5.00630 -2.77069 -0.80872 0.000
H -2.10663 -2.79404 -2.77327 0.000
H -2.68634 -0.95882 -4.31792 0.003
H -2.61393 1.38715 -3.51380 -0.001
H -1.91692 1.87853 -1.17988 0.000
O -1.36619 -3.10875 4.81793 0.024
C -0.67403 -2.35692 4.15605 0.010
O -1.07368 -1.50536 3.28068 -0.064
C 0.85304 -2.44005 4.22053 0.005
C 1.32864 -2.81442 2.80439 0.012
C 2.80341 -3.25185 2.84879 0.000
C 3.51610 -1.88569 3.00602 0.004
C 2.31218 -0.92824 3.07161 -0.001
O 1.39383 -1.54111 2.14908 -0.016
C 1.61409 -1.09106 4.43302 0.000
C 0.76726 0.15878 4.81959 0.008
O 0.96290 0.61443 5.94593 0.001
O 0.00648 0.63763 3.92176 0.008
H 1.11188 -3.18712 4.96696 0.000
H 0.65778 -3.48605 2.27215 -0.002
H 2.98717 -3.93658 3.67667 0.000
H 3.08816 -3.75142 1.92165 0.000
H 4.13499 -1.82229 3.89980 0.000
H 4.13679 -1.65920 2.13834 0.000
H 2.52139 0.09845 2.78322 -0.001
H 2.33933 -1.19314 5.23754 0.000
C 6.24611 5.25734 -3.05394 0.000
C 4.95908 4.99709 -2.28651 0.001
S 4.03638 3.71906 -3.15882 0.000
O 4.92920 2.62850 -3.48987 0.000
O 3.33876 4.34489 -4.26394 0.000
C 2.84809 3.13367 -1.94803 0.002
C 3.54010 2.17987 -0.96835 -0.017
N 2.72284 1.97447 0.20740 0.019
C 1.75741 1.00728 0.32311 0.133
N 0.99072 1.23647 1.36315 -0.055
C 1.42496 2.39346 1.95296 0.252
C 2.49959 2.89493 1.23888 -0.097
N 3.23182 4.03473 1.44878 0.292
O 2.87981 4.80625 2.39945 0.286
O 4.24570 4.30600 0.67455 0.167
C 1.64528 -0.14311 -0.61738 -0.017
H 6.85766 5.99527 -2.53671 0.000
H 6.02064 5.62101 -4.05777 0.000
H 6.81087 4.33080 -3.15061 0.000
H 4.29819 5.86228 -2.27470 0.001
H 5.11435 4.65527 -1.26233 0.003
H 2.03102 2.66056 -2.49244 -0.001
H 2.48719 4.02100 -1.42608 0.005
H 4.47969 2.61547 -0.65044 0.008
H 3.73101 1.22541 -1.45378 0.003
H 0.97102 2.78906 2.84278 0.030
H 2.62489 -0.55010 -0.87197 0.004
H 1.13996 0.14397 -1.54499 0.002
H 1.05899 -0.91475 -0.12807 0.020
```

As for the multiplicity: 4. As for the total charge: -2. For the calculated total energy, the calculation gives -119871.622 eV. As for the expectation value of S²: 3.776. The frontier orbital gap (alpha / beta) is 4.8 / 7.0 eV. The HOMO energy (alpha / beta) is -0.89 / -3.07 eV.

[3]
DFT (ωB97M-V with the def2-TZVPD basis set) results for a structure of composition C32H35N6O2PSTc.

Structure (XYZ):
```
78
Properties=species:S:1:pos:R:3:mulliken_spin:R:1
Tc 0.65146 0.28022 -0.09219 0.989
N 2.51282 0.24494 1.02655 -0.011
C 3.77417 0.48280 0.25224 -0.004
C 4.24152 1.92466 0.30446 -0.002
C 3.18840 2.94635 -0.11257 0.003
C 2.54095 2.67089 -1.46111 -0.007
N 1.19708 2.01276 -1.32408 -0.009
H 2.51301 0.81319 1.87019 0.004
H 2.55590 -0.72616 1.33253 0.002
H 3.59740 0.14574 -0.77171 -0.001
H 4.54335 -0.17651 0.65327 0.001
H 5.11808 2.00824 -0.34122 0.000
H 4.59082 2.15954 1.31315 0.000
H 3.62666 3.94364 -0.11320 0.001
H 2.39587 2.97395 0.63542 0.002
H 3.15350 2.00701 -2.07254 -0.001
H 2.39804 3.58999 -2.02884 0.000
H 0.91493 1.70065 -2.25454 0.003
H 0.51372 2.73000 -1.08738 0.003
C -0.82190 5.66694 3.51016 0.000
C -2.04690 5.18830 3.06604 0.001
C -2.10872 4.02741 2.31366 0.002
C -0.93521 3.33575 1.99706 0.001
C 0.28550 3.81205 2.46670 0.001
C 0.34444 4.97646 3.21646 0.000
P -1.05338 1.76222 1.12038 -0.090
C -2.58458 1.85710 0.17018 0.007
C -2.78193 2.93893 -0.69248 0.002
C -3.90506 2.98316 -1.50535 0.001
C -4.83734 1.95251 -1.45443 -0.002
C -4.64724 0.88068 -0.59349 0.000
C -3.51981 0.82695 0.21583 -0.005
C -1.09485 0.37544 2.22568 0.113
C -1.76443 0.07218 3.40561 -0.034
C -1.45780 -1.13115 4.01644 0.063
C -0.50227 -1.98707 3.45861 -0.023
C 0.16875 -1.67262 2.28851 0.057
C -0.14231 -0.46346 1.65329 -0.125
H -0.77837 6.57744 4.09244 0.000
H -2.95705 5.72006 3.30752 0.000
H -3.06861 3.66653 1.96789 0.000
H 1.19557 3.26455 2.27161 0.003
H 1.29727 5.34091 3.57543 0.000
H -2.07797 3.76416 -0.70967 0.000
H -4.06066 3.82637 -2.16478 0.000
H -5.72042 1.99456 -2.07801 0.000
H -5.38366 0.08976 -0.54374 0.000
H -3.37606 -0.01460 0.88245 0.003
H -2.48652 0.75296 3.83828 0.000
H -1.94623 -1.41367 4.93913 0.003
H -0.27388 -2.91698 3.96372 0.000
H 0.91515 -2.34853 1.89039 0.013
N 0.09099 -7.91288 -1.89434 0.000
C 0.57087 -6.67128 -1.68453 0.001
C 1.19122 -5.95561 -2.72951 0.000
C 1.68752 -4.69654 -2.51328 0.000
C 1.58557 -4.11469 -1.24446 0.001
C 0.97329 -4.81256 -0.19790 0.001
C 0.46295 -6.06572 -0.41422 0.000
S 2.27886 -2.57583 -0.96980 0.009
O 2.74843 -2.46381 0.38595 -0.001
O 3.10504 -2.17271 -2.06471 -0.002
N 1.01710 -1.40257 -0.96678 -0.024
C 0.03256 -1.33436 -1.97775 0.042
N -0.70157 -0.23679 -1.69005 0.009
C -1.70228 0.07972 -2.51031 0.002
C -1.96451 -0.72880 -3.60588 -0.001
C -1.13995 -1.82461 -3.80653 0.012
N -0.11556 -2.13264 -2.99754 -0.007
H 0.22650 -8.37503 -2.77554 0.000
H -0.29397 -8.45534 -1.14241 0.000
H 1.29019 -6.41386 -3.70482 0.000
H 2.17199 -4.15583 -3.31366 0.000
H 0.92280 -4.38090 0.79319 -0.001
H 0.00208 -6.61059 0.39914 0.000
H -2.27675 0.96650 -2.27849 -0.002
H -2.77470 -0.50616 -4.28309 0.000
H -1.28991 -2.48427 -4.65259 0.000
```

As for the multiplicity: 2. As for the total charge: +2. For the calculated total energy, the calculation gives -69097.294 eV. As for the expectation value of S²: 0.768. The frontier orbital gap (alpha / beta) is 5.5 / 5.6 eV. The HOMO energy (alpha / beta) is -12.77 / -12.78 eV.

Which value of calculated total energy does entry 2 give? -119871.622 eV